# 1
Molecular formula: C28H84O14
Method: DFT, the ωB97M-V functional and the def2-TZVPD basis

Results
- Molar mass: 644.966 g/mol
- Relative energy (zero: lowest compared OMol25 entry of this formula, charge and spin): 22.09 kcal/mol
- LUMO: 0.17 eV
- Gap between HOMO and LUMO: 9.38 eV
- Highest occupied orbital energy: -9.207 eV

Structure (ORCA input):
```
! wB97M-V def2-TZVPD RIJCOSX def2/J DEFGRID3
* xyz 0 1
C 1.484 3.364 3.058
C 2.880 2.779 3.265
O 2.845 1.942 4.432
H 0.731 2.576 3.051
H 1.419 3.915 2.118
H 1.280 4.035 3.896
H 3.637 3.561 3.354
H 3.142 2.136 2.423
H 2.929 2.484 5.221
C 1.043 -2.507 3.156
C 1.974 -1.324 3.057
O 1.260 -0.130 3.456
H 0.145 -2.393 2.549
H 0.689 -2.676 4.174
H 1.613 -3.379 2.827
H 2.421 -1.230 2.062
H 2.813 -1.469 3.752
H 1.966 0.511 3.653
C -1.629 3.598 -0.982
C -0.588 4.139 -0.044
O 0.131 5.191 -0.721
H -1.203 3.043 -1.810
H -2.245 4.409 -1.374
H -2.301 2.929 -0.437
H 0.123 3.363 0.260
H -1.072 4.554 0.848
H 0.835 5.480 -0.131
C -3.794 -1.407 3.249
C -4.536 -0.398 4.090
O -5.651 0.147 3.387
H -4.467 -2.197 2.910
H -2.982 -1.900 3.794
H -3.339 -0.937 2.370
H -3.874 0.359 4.517
H -4.985 -0.932 4.935
H -5.307 0.876 2.841
C -1.725 -2.863 -2.290
C -2.429 -2.976 -3.649
O -3.807 -2.565 -3.542
H -0.692 -3.207 -2.370
H -2.196 -3.549 -1.576
H -1.840 -1.862 -1.884
H -2.374 -4.013 -3.988
H -1.946 -2.287 -4.337
H -4.239 -3.198 -2.958
C -2.051 1.538 6.617
C -0.804 1.190 5.827
O -1.091 0.161 4.882
H -2.471 0.666 7.118
H -2.790 1.933 5.917
H -1.804 2.272 7.384
H -0.001 0.896 6.524
H -0.457 2.077 5.269
H -0.248 -0.018 4.411
C 2.204 2.656 -4.596
C 3.507 3.094 -3.950
O 4.441 1.998 -3.886
H 1.788 1.805 -4.057
H 2.351 2.417 -5.649
H 1.510 3.494 -4.546
H 3.287 3.472 -2.944
H 3.930 3.945 -4.492
H 5.264 2.262 -4.302
C 4.412 1.901 -0.206
C 4.413 0.448 -0.645
O 3.590 0.244 -1.777
H 4.949 2.493 -0.952
H 4.909 2.033 0.758
H 3.398 2.298 -0.121
H 4.070 -0.219 0.149
H 5.431 0.120 -0.887
H 3.913 0.847 -2.478
C -2.167 2.461 2.260
C -3.546 3.067 2.317
O -4.515 2.179 1.763
H -2.200 1.425 2.620
H -1.425 2.946 2.895
H -1.824 2.342 1.225
H -3.597 4.046 1.827
H -3.809 3.246 3.361
H -4.297 2.038 0.834
C 2.691 -3.522 -1.873
C 2.095 -3.102 -0.549
O 1.616 -4.228 0.204
H 3.157 -2.682 -2.401
H 1.910 -3.871 -2.561
H 3.436 -4.313 -1.793
H 1.286 -2.390 -0.741
H 2.889 -2.670 0.065
H 0.957 -4.700 -0.345
C 1.248 -1.217 -4.678
C 2.520 -0.940 -5.424
O 2.474 -1.673 -6.673
H 0.399 -0.995 -5.328
H 1.198 -0.554 -3.814
H 1.216 -2.260 -4.374
H 3.391 -1.286 -4.852
H 2.668 0.114 -5.678
H 3.228 -1.377 -7.190
C -1.313 -4.982 1.016
C -1.404 -5.985 -0.095
O -0.338 -5.785 -1.057
H -2.156 -5.071 1.701
H -1.330 -3.968 0.609
H -0.391 -5.109 1.579
H -2.361 -5.912 -0.629
H -1.347 -7.006 0.302
H -0.453 -6.438 -1.752
C -1.788 0.741 -3.467
C -3.210 0.962 -3.900
O -4.162 0.386 -3.021
H -1.546 1.167 -2.499
H -1.103 1.163 -4.219
H -1.482 -0.308 -3.480
H -3.354 0.544 -4.911
H -3.408 2.028 -4.027
H -3.973 -0.557 -2.950
C -0.558 -0.290 0.463
C 0.767 0.221 -0.031
O 0.732 0.329 -1.442
H -1.390 0.174 -0.082
H -0.756 -0.161 1.525
H -0.672 -1.355 0.229
H 1.555 -0.434 0.356
H 0.999 1.194 0.444
H 1.660 0.346 -1.743
*
```

***

# 2
Molecular formula: C28H84O25
Method: DFT, the ωB97M-V functional and the def2-TZVPD basis

Results
- Molar mass: 820.955 g/mol
- Relative energy (zero: lowest compared OMol25 entry of this formula, charge and spin): 1.79 kcal/mol
- LUMO: 0.40 eV
- Gap between HOMO and LUMO: 10.03 eV
- Highest occupied orbital energy: -9.622 eV

Structure (ORCA input):
```
! wB97M-V def2-TZVPD RIJCOSX def2/J DEFGRID3
* xyz 0 1
C 3.811 -1.260 2.144
C 4.919 -0.406 1.601
O 4.433 0.337 0.465
H 2.917 -0.722 2.208
H 4.115 -1.678 3.081
H 3.645 -2.110 1.445
H 5.782 -0.963 1.263
H 5.250 0.195 2.413
H 4.438 1.277 0.559
C -4.852 2.189 -1.741
C -3.418 2.163 -1.239
O -3.157 0.945 -0.434
H -5.031 1.375 -2.497
H -4.973 3.115 -2.332
H -5.657 2.233 -1.021
H -3.073 3.058 -0.734
H -2.790 2.064 -2.124
H -2.420 0.406 -0.735
C -0.528 4.754 2.369
C -1.733 4.736 3.356
O -1.363 4.377 4.680
H -0.893 4.943 1.300
H 0.098 3.852 2.458
H 0.086 5.628 2.576
H -2.472 3.991 2.989
H -2.217 5.681 3.341
H -0.921 5.151 5.024
C 0.273 1.114 5.394
C -0.920 1.199 4.555
O -1.302 -0.062 3.994
O 1.503 0.788 4.732
H 0.041 0.330 6.101
H 0.475 2.019 5.995
H -0.929 2.030 3.870
H -1.608 1.541 5.339
H -2.014 0.074 3.360
H 1.281 0.047 4.116
C 0.354 3.628 -2.048
C -0.375 3.104 -3.219
O -0.314 1.674 -3.378
O 1.723 3.245 -2.047
H -0.203 3.196 -1.189
H 0.305 4.715 -1.916
H -0.044 3.579 -4.153
H -1.445 3.346 -3.060
H 0.309 1.486 -4.146
H 1.655 2.346 -1.674
C 0.877 -2.736 5.175
C -0.296 -3.400 5.879
O 0.104 -4.001 7.110
O 0.583 -2.197 3.885
H 1.655 -3.397 4.935
H 1.291 -1.967 5.883
H -0.720 -4.166 5.226
H -1.071 -2.609 6.004
H 0.033 -3.495 7.885
H -0.209 -1.671 3.926
C -3.538 -1.898 2.025
C -4.366 -0.675 2.236
O -3.594 0.500 2.210
O -2.755 -1.900 0.760
H -4.275 -2.756 2.115
H -2.795 -1.947 2.840
H -4.833 -0.804 3.218
H -5.273 -0.573 1.583
H -3.430 0.743 1.284
H -2.428 -2.785 0.698
C 0.519 -4.439 -2.802
C -0.854 -4.968 -3.021
O -1.737 -4.042 -2.452
O 1.015 -4.719 -1.474
H 0.612 -3.374 -3.078
H 1.189 -5.002 -3.463
H -0.936 -5.908 -2.485
H -1.039 -5.100 -4.128
H -1.760 -3.220 -2.984
H 0.757 -4.044 -0.877
C -1.384 -5.378 0.826
C -0.789 -4.677 1.989
O 0.170 -3.715 1.528
O -2.301 -4.511 0.067
H -1.904 -6.232 1.260
H -0.604 -5.806 0.193
H -0.368 -5.305 2.664
H -1.662 -4.147 2.465
H 0.544 -3.239 2.307
H -1.920 -4.280 -0.790
C -3.480 -0.183 -5.356
C -3.339 -1.019 -4.096
O -2.009 -1.425 -3.924
O -2.817 1.057 -5.233
H -4.550 0.068 -5.603
H -2.983 -0.877 -6.119
H -3.978 -1.905 -4.028
H -3.626 -0.345 -3.248
H -1.635 -0.983 -3.123
H -2.104 0.977 -4.611
C 2.675 3.227 2.583
C 2.833 3.972 1.296
O 3.395 3.146 0.308
O 1.659 2.227 2.409
H 2.506 3.946 3.389
H 3.613 2.655 2.803
H 3.520 4.858 1.414
H 1.866 4.314 0.953
H 3.021 3.492 -0.527
H 1.553 1.767 3.276
C -0.069 -0.883 -0.610
C 0.179 0.127 0.492
O 0.664 1.309 -0.068
O -1.014 -0.340 -1.512
H -0.462 -1.857 -0.278
H 0.970 -1.013 -0.949
H 0.931 -0.270 1.273
H -0.775 0.328 0.988
H 0.824 1.923 0.659
H -0.643 0.468 -1.975
C 1.264 -0.151 -5.973
C 1.300 -1.190 -4.809
O 2.575 -1.152 -4.266
O 1.386 1.235 -5.441
H 0.350 -0.240 -6.509
H 2.089 -0.395 -6.597
H 1.017 -2.138 -5.280
H 0.601 -0.861 -4.058
H 2.449 -0.865 -3.337
H 2.344 1.402 -5.216
C 4.701 2.157 -3.407
C 4.499 0.714 -3.018
O 3.356 0.455 -2.150
O 3.588 2.544 -4.250
H 5.645 2.295 -3.925
H 4.564 2.809 -2.533
H 5.338 0.220 -2.564
H 4.303 0.121 -3.990
H 3.709 0.442 -1.276
H 2.929 2.948 -3.646
*
```

***

# 3
Molecular formula: C28H85BNO13
Method: DFT, the ωB97M-V functional and the def2-TZVPD basis

Results
- Molar mass: 654.794 g/mol
- LUMO: 1.52 eV
- Gap between HOMO and LUMO: 5.82 eV
- Highest occupied orbital energy: -4.301 eV

Structure (ORCA input):
```
! wB97M-V def2-TZVPD RIJCOSX def2/J DEFGRID3
* xyz -1 1
C -0.858 -2.063 -4.179
C -2.022 -2.300 -3.536
B -3.459 -2.593 -4.242
N -4.250 -1.205 -4.414
H 0.064 -1.833 -3.644
H -0.782 -2.116 -5.259
H -2.001 -2.231 -2.450
H -4.146 -3.315 -3.517
H -3.293 -3.113 -5.350
H -3.598 -0.566 -4.861
H -4.340 -0.820 -3.479
C 0.691 -2.545 -0.492
C 0.839 -4.028 -0.777
O -0.132 -4.469 -1.710
H -0.301 -2.327 -0.097
H 1.438 -2.203 0.232
H 0.812 -1.969 -1.409
H 0.701 -4.611 0.136
H 1.845 -4.239 -1.167
H -0.026 -3.927 -2.503
C -2.617 -0.321 1.048
C -3.645 -1.293 0.491
O -3.072 -2.387 -0.201
H -1.964 0.050 0.259
H -3.112 0.529 1.526
H -1.981 -0.808 1.791
H -4.280 -0.803 -0.246
H -4.286 -1.651 1.308
H -2.496 -2.870 0.397
C -7.679 -0.698 -6.567
C -7.545 -2.031 -5.846
O -6.293 -2.643 -6.059
H -7.534 -0.836 -7.640
H -8.664 -0.251 -6.400
H -6.917 -0.003 -6.212
H -8.298 -2.729 -6.206
H -7.707 -1.887 -4.768
H -5.622 -2.024 -5.712
C -1.070 3.453 -2.252
C -0.940 2.121 -1.538
O -0.381 2.288 -0.225
H -0.098 3.939 -2.338
H -1.482 3.316 -3.253
H -1.729 4.127 -1.699
H -0.275 1.452 -2.080
H -1.914 1.632 -1.457
H -0.974 2.860 0.269
C -10.154 -6.398 -4.324
C -10.827 -5.477 -5.321
O -9.957 -4.436 -5.751
H -9.780 -5.807 -3.491
H -10.854 -7.144 -3.943
H -9.305 -6.922 -4.769
H -11.668 -4.964 -4.856
H -11.212 -6.045 -6.178
H -9.174 -4.825 -6.152
C 4.449 -1.930 2.637
C 3.640 -2.936 3.437
O 2.378 -3.204 2.843
H 3.894 -0.997 2.531
H 5.403 -1.716 3.122
H 4.654 -2.313 1.635
H 3.424 -2.546 4.431
H 4.206 -3.867 3.554
H 2.536 -3.566 1.966
C 2.630 4.098 2.151
C 1.380 4.823 1.696
O 1.319 5.008 0.285
H 3.520 4.638 1.829
H 2.664 3.998 3.236
H 2.666 3.099 1.716
H 1.342 5.825 2.123
H 0.491 4.277 2.036
H 1.311 4.135 -0.124
C -9.226 -1.695 -1.676
C -9.391 -3.201 -1.596
O -10.439 -3.679 -2.437
H -10.158 -1.196 -1.404
H -8.435 -1.353 -1.007
H -8.965 -1.392 -2.691
H -9.663 -3.505 -0.585
H -8.449 -3.694 -1.857
H -10.211 -3.444 -3.344
C 6.451 5.943 4.485
C 6.333 4.444 4.696
O 5.508 3.824 3.715
H 5.464 6.406 4.508
H 7.069 6.400 5.261
H 6.898 6.163 3.517
H 5.869 4.221 5.657
H 7.327 3.980 4.684
H 5.899 3.993 2.854
C 3.381 1.439 -2.037
C 3.492 -0.062 -1.849
O 2.551 -0.771 -2.639
H 2.372 1.771 -1.788
H 4.094 1.967 -1.404
H 3.579 1.713 -3.076
H 3.276 -0.336 -0.816
H 4.510 -0.400 -2.082
H 2.715 -0.565 -3.563
C 9.563 9.399 3.198
C 9.418 7.897 3.354
O 8.600 7.322 2.335
H 8.583 9.876 3.215
H 10.170 9.818 4.002
H 10.040 9.647 2.247
H 8.932 7.658 4.298
H 10.404 7.418 3.353
H 9.016 7.503 1.488
C -0.438 -7.668 1.050
C 0.913 -7.910 1.696
O 1.564 -6.687 2.033
H -0.325 -7.061 0.151
H -0.929 -8.603 0.780
H -1.094 -7.126 1.735
H 1.582 -8.428 1.010
H 0.804 -8.529 2.594
H 0.997 -6.213 2.647
C 8.519 5.020 9.124
C 8.130 5.819 7.894
O 9.146 6.747 7.514
H 8.721 5.690 9.960
H 7.726 4.329 9.412
H 9.425 4.440 8.935
H 7.234 6.408 8.084
H 7.925 5.150 7.052
H 9.943 6.247 7.324
*
```